Version P
Molecular formula: C4H6O
Method: DFT, the ωB97M-V functional and the def2-TZVPD basis

Each line ends with the Mulliken charge.
Element x y z (Å)
C: -0.78 1.72 0.64  -0.64
C: 0.48 0.46 -0.10  -0.18
C: -0.01 0.46 1.24  0.43
C: 0.60 -0.42 -1.24  -0.78
O: -0.73 -0.66 1.70  -0.52
H: -1.50 1.55 -0.16  0.25
H: 0.67 0.83 2.01  0.27
H: 1.28 -1.25 -1.01  0.28
H: 0.95 0.10 -2.13  0.32
H: -0.38 -0.86 -1.46  0.26
H: -0.99 -0.53 2.61  0.32

## Properties
HOMO-LUMO gap (spin up / spin down)	8.543 / 7.709	eV
E_LUMO (spin up / spin down)	-0.263 / -0.605	eV
HOMO level (spin up / spin down)	-8.81 / -8.31	eV

---

Version Q
Molecular formula: C4H6O
Method: DFT, the ωB97M-V functional and the def2-TZVPD basis

Each line ends with the Mulliken charge.
Element x y z (Å)
C: -1.27 1.77 0.32  -0.57
C: -0.12 1.28 0.77  -0.42
C: 0.10 -0.19 0.56  -0.32
C: 0.60 -0.68 -0.57  -0.05
O: 0.69 -2.02 -0.81  -0.50
H: -1.63 2.77 0.55  0.26
H: -1.89 1.27 -0.42  0.27
H: 0.38 1.80 1.56  0.32
H: -0.03 -0.70 1.52  0.34
H: 0.98 0.02 -1.30  0.33
H: 0.67 -2.22 -1.74  0.34

## Properties
HOMO-LUMO gap	9.608	eV
E_LUMO	0.867	eV
HOMO level	-8.74	eV

---

Most stable: version Q. Least stable: version P.

---

Version P
Molecular formula: C2H9N2OP
Method: DFT, the ωB97M-V functional and the def2-TZVPD basis

Each line ends with the Mulliken charge.
Element x y z (Å)
C: -2.47 0.18 -0.50  -0.61
C: 2.41 0.77 -0.20  -0.72
N: -1.72 0.08 0.73  -0.62
N: 1.55 -0.01 0.67  -0.22
O: 0.23 -1.55 -1.12  -0.51
P: 0.31 -1.02 0.21  0.56
H: -1.84 0.48 -1.40  0.23
H: -3.21 -0.59 -0.77  0.26
H: -3.08 1.21 -0.41  0.24
H: 3.56 0.65 -0.16  0.26
H: 2.22 0.48 -1.16  0.28
H: 2.09 1.79 -0.05  0.31
H: -2.17 -0.69 1.13  0.26
H: 1.77 0.04 1.64  0.23
H: 0.36 -1.81 1.38  0.05

## Properties
HOMO-LUMO gap	9.100	eV
E_LUMO	0.800	eV
HOMO level	-8.30	eV

---

Version Q
Molecular formula: C2H9N2OP
Method: DFT, the ωB97M-V functional and the def2-TZVPD basis

Each line ends with the Mulliken charge.
Element x y z (Å)
H: -0.84 3.37 0.42  -0.03
P: -0.97 2.09 0.76  -0.10
C: 0.61 1.80 1.23  -0.22
C: 1.00 0.39 1.51  -0.43
O: 0.24 -0.63 0.88  -0.49
H: 1.22 2.61 1.26  0.45
H: 0.88 0.22 2.58  0.27
H: 2.03 0.15 1.08  0.25
H: -0.72 -0.70 1.15  0.31
N: -0.95 -0.89 -1.87  -0.51
N: -0.66 -2.32 -1.49  -0.41
H: -0.45 -0.59 -2.70  0.20
H: -0.70 -0.28 -1.14  0.28
H: 0.36 -2.33 -1.44  0.19
H: -1.04 -2.90 -2.22  0.25

## Properties
HOMO-LUMO gap	8.998	eV
E_LUMO	0.103	eV
HOMO level	-8.89	eV

---

Most stable: version P. Least stable: version Q.